16
Properties=species:S:1:pos:R:3 method="wB97M-V/def2-TZVPD" energy_ev=-6372.880 de_lowest_kj_mol=32.1 charge=-1 orbital_gap_ev=5.594
C 2.48 -0.71 0.56
O 3.30 -0.69 1.62
H 2.09 0.29 0.22
H 1.53 -1.29 0.73
H 2.92 -1.16 -0.38
C -0.80 0.79 -1.42
C -1.04 0.83 0.09
C -1.46 -0.51 0.65
H -1.77 0.69 -1.94
H -0.37 1.73 -1.76
H -0.21 -0.07 -1.69
H -0.14 1.20 0.57
H -1.84 1.55 0.31
H -1.65 -0.47 1.72
H -0.68 -1.27 0.55
H -2.36 -0.92 0.17



18
Properties=species:S:1:pos:R:3 method="wB97M-V/def2-TZVPD" energy_ev=-19247.211 de_lowest_kj_mol=173.8 charge=+1 orbital_gap_ev=12.435
C 2.65 -0.36 0.44
C -1.65 -1.05 0.69
C -1.81 1.75 -0.14
C 1.63 -0.44 -0.59
O -1.24 -0.39 -1.92
O 0.42 0.32 -0.16
S -1.09 0.07 -0.56
H 3.22 0.60 0.24
H 2.23 -0.37 1.49
H 3.49 -1.16 0.33
H -1.49 -0.56 1.67
H -1.06 -1.99 0.97
H -2.73 -1.22 0.47
H -2.85 1.71 -0.61
H -1.35 2.44 -0.86
H -1.58 1.93 0.87
H 1.17 -1.41 -0.82
H 2.04 0.11 -1.50



19
Properties=species:S:1:pos:R:3 method="wB97M-V/def2-TZVPD" energy_ev=-24175.265 de_lowest_kj_mol=34.2 charge=-1 orbital_gap_ev=7.272
C -0.83 -0.65 2.31
C 0.32 2.57 -2.80
C -0.34 -2.13 2.65
C 0.66 1.54 -1.70
O -0.25 -0.32 1.25
O -1.65 -0.02 2.94
Si 0.40 -2.45 0.95
Si -0.49 1.79 -0.15
H 0.90 2.51 -3.74
H -0.74 2.52 -3.04
H 0.41 3.71 -2.43
H -1.24 -2.59 2.94
H 0.40 -2.25 3.35
H 1.68 1.60 -1.41
H 0.77 0.74 -2.43
H -0.53 -2.17 -0.11
H 1.87 -2.04 1.03
H 0.45 -3.88 1.01
H -1.80 1.52 -0.63